Record 1
Below is a structure of composition C32H29I2IrNO4PSe2, with properties calculated with ωB97M-V/def2-TZVPD.

Last column: Löwdin spin population.
CARTESIAN COORDINATES (ANGSTROEM)
Ir (0.0499, -0.0606, -1.9241)  -0.026
I (-0.4553, -5.2461, -2.1354)  0.000
I (-6.2254, -3.7089, -2.0772)  0.000
Se (2.2993, -0.5707, -2.2163)  0.476
Se (0.2305, 2.2575, -2.2017)  0.444
P (-0.3422, -0.3756, 1.5166)  -0.007
O (-0.5574, -0.3912, 0.0267)  -0.039
O (-0.1985, -2.0814, -2.1033)  -0.007
O (4.5328, 3.2917, -0.7490)  0.002
O (2.1888, 1.4214, -4.5107)  0.033
N (-2.0600, -0.1249, -2.1776)  -0.013
C (-1.5181, 1.2228, 3.4872)  0.000
C (-4.2254, -3.1162, -2.1158)  0.001
C (-1.8870, -3.7440, -2.1100)  0.001
C (-1.4680, -2.4283, -2.1142)  -0.002
C (3.2748, 2.2038, -4.0533)  0.002
C (-3.8624, 1.7516, 3.4867)  0.000
C (3.2550, 2.2784, -2.5301)  0.014
C (1.3467, 1.7848, 1.6859)  0.002
C (-4.7734, -0.6647, -2.2020)  0.000
C (-0.1433, -3.0919, 1.1939)  0.000
C (-0.1059, -4.4038, 1.6444)  0.000
C (-2.9455, 0.4218, 1.7095)  0.000
C (4.4630, 3.1655, -2.1596)  0.000
C (3.6589, 1.6593, 2.3219)  0.001
C (-0.3226, -2.0588, 2.1120)  -0.002
C (-2.9299, 0.8554, -2.2289)  -0.003
C (-2.4896, -1.4245, -2.1442)  0.000
C (-0.4292, -3.6461, 3.9112)  0.000
C (-4.0308, 1.0441, 2.3028)  0.000
C (-0.4731, -2.3344, 3.4707)  -0.001
C (2.5695, 2.4032, 1.8812)  0.001
C (2.3022, -0.3235, 2.3779)  0.001
C (1.2085, 0.4161, 1.9392)  0.000
C (3.4944, 0.9254, -1.8585)  0.047
C (-0.2446, -4.6778, 2.9974)  0.000
C (-3.8636, -1.7464, -2.1519)  0.000
C (-3.2519, -4.0776, -2.1027)  0.000
C (3.5272, 0.3021, 2.5695)  0.000
C (-1.6846, 0.5131, 2.3005)  -0.001
C (-2.6105, 1.8401, 4.0789)  0.000
C (2.0245, 2.9863, -1.9721)  0.045
C (-4.3115, 0.6212, -2.2460)  0.000
H (1.9587, 3.9977, -2.3745)  0.000
H (4.2315, 1.7705, -4.3693)  0.001
H (4.3430, 4.1471, -2.6319)  0.000
H (-3.5282, -5.1231, -2.0862)  0.000
H (-0.0474, -2.8721, 0.1350)  0.000
H (2.1457, 3.0688, -0.8904)  0.013
H (-3.0716, -0.1371, 0.7882)  0.000
H (3.4705, 1.0512, -0.7733)  0.013
H (2.1992, -1.3845, 2.5696)  0.000
H (5.3756, 2.7044, -2.5529)  0.000
H (-0.2186, -5.7025, 3.3441)  0.000
H (-4.7117, 2.2365, 3.9496)  0.000
H (4.4846, 0.5510, -2.1217)  0.000
H (2.6789, 3.4632, 1.6922)  0.000
H (-2.4830, 2.3926, 5.0000)  0.000
H (3.2211, 3.2225, -4.4551)  0.001
H (4.3758, -0.2723, 2.9160)  0.000
H (-0.6347, -1.5314, 4.1806)  0.000
H (2.2199, 1.3684, -5.4715)  0.000
H (-0.5400, 1.3012, 3.9463)  0.000
H (0.0192, -5.2078, 0.9318)  0.000
H (-4.9875, 1.4626, -2.2928)  0.000
H (-5.0089, 0.9742, 1.8458)  0.000
H (-5.8357, -0.8683, -2.2113)  0.000
H (4.6140, 2.1439, 2.4741)  0.000
H (-2.5408, 1.8664, -2.2535)  0.000
H (-0.5478, -3.8666, 4.9634)  0.000
H (5.3070, 3.8146, -0.5212)  0.000
H (0.4948, 2.3606, 1.3393)  0.002

Results
- Charge: +1
- F_max: 0.79 eV/Å
- Multiplicity: 2
- Kohn-Sham gap (spin up / spin down): 6.399 / 5.407 eV
- Electronic energy: -7436.315992 Eh

=====

Record 2
Below is a structure of composition C32H29IMgN7O4 in a non-equilibrium geometry, with properties calculated with ωB97M-V/def2-TZVPD.

Last column: Mulliken charge in e.
CARTESIAN COORDINATES (ANGSTROEM)
I (7.6850, 4.1725, -3.4658)  0.012
Mg (0.4549, -0.0923, 0.0810)  3.297
O (2.5416, -0.7655, -2.6668)  -0.817
O (-2.5512, 2.9483, 0.1752)  -0.829
O (1.2850, -1.4566, 3.9427)  -0.791
O (1.9782, 0.6185, -1.0509)  -1.284
N (-0.5942, 0.7902, -1.8910)  0.522
N (1.8023, -2.0625, 0.4914)  0.183
N (0.9255, -0.0065, 2.1266)  -0.242
N (-1.2854, -1.6691, 0.0883)  -0.272
N (-2.2121, -0.6980, 1.9153)  0.028
N (-3.6308, -1.8897, 0.4875)  0.197
N (-0.6267, 1.6897, 0.7017)  0.078
C (-0.3889, 0.5498, -3.1598)  -0.399
C (-1.2035, 3.0887, 4.1632)  -0.765
C (-3.7714, -2.7259, -0.6865)  -0.879
C (-0.9431, 1.3308, -4.1685)  -1.014
C (-1.5914, 2.1881, -0.0786)  0.390
C (-4.5826, -0.6656, 2.4822)  -0.857
C (-1.7899, 2.3424, -3.8116)  -0.369
C (5.9733, 2.9658, -3.0413)  -0.230
C (-1.4139, 1.7859, -1.5369)  0.035
C (2.3522, -2.9683, -0.3244)  -0.421
C (2.9891, -3.0520, 2.3448)  -0.827
C (0.4225, 1.2822, 4.1960)  -0.845
C (-2.3615, -1.4625, 0.7933)  0.268
C (3.2916, -3.9017, 0.1188)  -0.914
C (-2.7252, -2.3732, -1.6944)  -0.731
C (-3.3431, 0.1732, 2.2380)  -0.424
C (-1.3435, -2.5019, -1.0724)  -0.572
C (2.0280, -2.1805, 1.8011)  0.270
C (0.2846, 1.0471, 2.8287)  0.625
C (4.0503, 2.3286, -1.7024)  -0.151
C (5.7098, 1.8449, -3.8610)  -0.420
C (-1.2923, 2.9327, 2.7542)  -0.647
C (3.6765, -3.8993, 1.4633)  -0.382
C (5.0991, 3.2205, -1.9857)  -0.354
C (4.6285, 0.9860, -3.6104)  -0.456
C (-2.1114, 2.5089, -2.4954)  -0.860
C (-0.3335, 2.2351, 4.8682)  -0.469
C (3.7755, 1.2199, -2.4696)  0.169
C (-0.5892, 1.9501, 2.0746)  0.034
C (1.3329, -1.1354, 2.7471)  0.385
C (2.6951, 0.2827, -2.0284)  0.217
C (-4.8158, -1.6382, 1.3519)  -0.754
H (-3.0735, 0.7277, 3.1177)  0.355
H (-0.3158, 2.2588, 5.9737)  0.314
H (-3.7542, -3.7990, -0.4491)  0.250
H (3.6991, -4.6177, -0.5229)  0.479
H (5.2293, 4.1106, -1.3774)  0.382
H (-3.3959, 0.8775, 1.4088)  0.231
H (1.1403, 0.6710, 4.7697)  0.327
H (-2.2003, 3.0271, -4.5634)  0.365
H (-1.2900, -0.2943, 2.0577)  -0.130
H (-2.8495, -1.3412, -2.0233)  0.216
H (-1.8439, 3.6997, 4.7636)  0.372
H (3.1640, -3.0481, 3.4037)  0.519
H (0.3572, -0.2299, -3.4346)  0.404
H (-1.8925, 3.6443, 2.1328)  0.279
H (4.5161, -4.4962, 1.7554)  0.409
H (-1.0914, -3.5707, -0.8268)  0.314
H (-5.5856, -1.3150, 0.6243)  0.376
H (-0.6180, -2.1686, -1.8192)  0.098
H (4.3733, 0.1433, -4.2293)  0.439
H (-2.7525, 3.2634, -2.0647)  0.558
H (3.4217, 2.5926, -0.8766)  0.370
H (-5.1315, -2.6208, 1.7283)  0.288
H (-5.4486, -0.0034, 2.6349)  0.382
H (6.2556, 1.6860, -4.7608)  0.369
H (-4.4059, -1.2381, 3.3805)  0.404
H (-0.6248, 1.1478, -5.1762)  0.446
H (2.1637, -2.8788, -1.3654)  0.549
H (-4.7744, -2.5703, -1.1004)  0.488
H (-2.7531, -2.9962, -2.5945)  0.409

Results
- Charge: -1
- F_max: 2.19 eV/Å
- Kohn-Sham gap: 6.403 eV
- Electronic energy: -2419.173943 Eh

=====

Record 3
Below is a structure of composition C32H30Cl10MnN6O2S in a non-equilibrium geometry, with properties calculated with ωB97M-V/def2-TZVPD.

Last column: Löwdin spin population.
CARTESIAN COORDINATES (ANGSTROEM)
Mn (0.4184, 0.3003, 0.4172)  0.790
Cl (-2.0731, -1.3832, 2.1923)  0.002
Cl (3.1337, 1.7081, 1.7515)  -0.001
Cl (-0.3046, 5.2907, 2.1700)  -0.021
Cl (-5.8732, -3.6201, -0.9256)  0.005
Cl (-0.5724, 0.3317, 4.6898)  -0.016
Cl (-0.8061, 3.6381, 5.0809)  0.062
Cl (-4.3005, -2.7007, -3.4518)  -0.002
Cl (-4.7224, -3.0190, 1.9033)  -0.002
Cl (-1.6857, -1.0244, -3.1376)  0.002
Cl (1.4369, 1.7916, -0.5179)  0.005
S (1.9879, -0.5368, -2.2029)  -0.015
O (-0.9824, -0.4391, -0.4165)  0.044
O (1.2116, -3.6560, 5.0473)  0.000
N (1.0286, -1.4994, 1.1504)  0.001
N (3.0070, -2.2754, 5.0906)  0.000
N (4.5058, 1.3684, -1.1189)  0.000
N (-0.6262, 3.1543, -1.1412)  0.004
N (2.2672, 1.7051, 0.5065)  -0.004
N (-1.0180, 4.3546, -3.3684)  0.000
C (-0.5342, 2.8862, 3.6174)  0.112
C (-4.4196, -2.7349, -0.7590)  0.014
C (-2.0680, -1.2185, -0.4826)  -0.005
C (0.9953, -2.6048, 0.3920)  0.001
C (0.4490, 4.4534, -3.1588)  0.002
C (-2.5669, -1.5522, -1.7431)  0.012
C (2.0185, -2.9514, 4.4695)  0.000
C (1.7728, 0.6390, -1.2979)  -0.009
C (-0.3734, 3.5935, 2.3392)  -0.033
C (1.8117, -3.9619, 2.1790)  0.000
C (3.9955, -0.0379, 4.6657)  0.000
C (-0.4015, 1.4723, 3.4293)  -0.037
C (-0.9970, 2.1742, -2.2387)  0.000
C (4.0647, -1.5415, 4.4127)  0.000
C (-1.4459, 2.9697, -3.4872)  0.001
C (1.8961, 2.8943, -1.3543)  0.046
C (-0.1440, 2.6424, 1.4251)  0.085
C (1.4642, -1.6193, 2.4147)  0.001
C (-0.1389, 1.2120, 2.1134)  -0.079
C (-3.9125, -2.4512, 0.5101)  -0.004
C (4.3609, 2.3082, -1.9411)  0.001
C (1.9503, -1.5021, 7.2076)  0.000
C (-1.7355, 4.0838, -0.9469)  0.001
C (3.2961, 3.3726, -1.7247)  0.007
C (1.3962, -3.8388, 0.8629)  0.000
C (-1.7926, 4.9558, -2.2659)  0.000
C (3.0384, -2.3493, 6.5556)  0.000
C (-2.7413, -1.7116, 0.6398)  0.012
C (-3.7278, -2.3040, -1.8888)  -0.003
C (1.8511, -2.8203, 2.9712)  0.000
C (0.2992, 2.3661, 0.0524)  0.011
C (0.7991, 3.9573, -1.7673)  0.004
H (0.6106, -2.4937, -0.6134)  -0.001
H (3.2695, 4.0410, -2.5836)  0.000
H (-0.1363, 1.5717, -2.5017)  0.000
H (3.0419, 0.3746, 4.3267)  0.000
H (2.0404, -1.5738, 8.2908)  0.000
H (2.0765, -4.9233, 2.5984)  0.000
H (-2.5301, 2.9432, -3.5761)  0.000
H (0.9663, -1.8689, 6.9210)  0.000
H (0.7481, 5.4954, -3.2566)  0.000
H (-1.5619, 4.7023, -0.0701)  0.000
H (2.8723, -3.3891, 6.8375)  0.000
H (0.6432, 1.7464, -1.2991)  0.004
H (5.2366, 0.7096, -1.3822)  0.000
H (1.3514, -4.6987, 0.2100)  0.000
H (-2.6369, 3.4928, -0.7854)  0.000
H (4.8088, 0.4584, 4.1320)  0.000
H (4.0107, -1.7502, 3.3454)  0.000
H (3.6105, 3.9666, -0.8528)  0.003
H (1.4419, -0.7207, 3.0190)  0.000
H (0.9842, 4.7826, -1.0720)  0.001
H (-1.0156, 2.5407, -4.3913)  0.000
H (4.1105, 0.1872, 5.7249)  0.000
H (5.0243, -1.9154, 4.7777)  0.000
H (2.0391, -0.4539, 6.9182)  0.000
H (-2.8280, 5.0479, -2.5858)  0.000
H (-1.3953, 5.9540, -2.0844)  0.000
H (4.0269, -2.0392, 6.8920)  0.000
H (4.9316, 2.4046, -2.8669)  0.000
H (-1.7854, 1.5342, -1.8515)  0.000
H (0.9500, 3.8709, -3.9337)  0.000

Results
- Charge: +2
- F_max: 19.95 eV/Å
- Multiplicity: 2
- Kohn-Sham gap (spin up / spin down): 4.315 / 4.640 eV
- Electronic energy: -7865.758694 Eh